No. 1
Entry from OMol25: a molecular structure, C39H37Ge2MoN4O4 (ωB97M-V with the def2-TZVPD basis set).

Results
Gap between HOMO and LUMO (spin up / spin down) ... 7.25 / 6.17 eV
E_tot ... -170071.559 eV
Charge ... +2
Energy above the lowest of the compared OMol25 structures with the same formula, charge and spin ... 213.6 kJ/mol
Spin multiplicity ... 4
HOMO (spin up / spin down) ... -13.30 / -14.02 eV

Last column: Mulliken spin population.
Geometry (Å):
1 Mo -0.42648 1.32524 0.05362  2.4137
2 Ge 1.72560 -1.58574 -2.13706  0.1141
3 Ge 0.37355 -1.41558 0.02311  -0.0547
4 O -3.16413 3.08113 2.48917  0.0178
5 O -1.97314 2.40714 0.69441  0.0369
6 O 1.59137 1.12397 0.23978  0.0407
7 O 3.38120 1.13499 1.60945  0.0274
8 N -0.00794 1.68441 2.08630  -0.0253
9 N 0.46377 3.27736 -0.75556  0.0148
10 N -2.23040 -0.05177 -0.19213  -0.0524
11 N -0.92178 1.37468 -2.00636  -0.1410
12 C -2.89590 -0.69696 0.78151  -0.0104
13 C -0.61343 2.39326 -4.12659  -0.0207
14 C 1.04379 -1.74535 2.88257  0.0015
15 C 0.67340 3.14993 -2.09042  0.0411
16 C 1.90634 -1.99325 3.94119  -0.0018
17 C -1.96719 0.67805 -2.47684  0.0525
18 C 1.51807 -1.68396 1.56807  0.0628
19 C 2.88916 -1.84005 1.34970  -0.0330
20 C 3.75210 -2.10319 2.40654  0.0014
21 C -1.66839 1.65238 -4.63065  0.0278
22 C -2.68771 -0.13888 -1.46788  0.0761
23 C -0.74459 2.52485 4.15628  -0.0088
24 C 1.22327 1.50298 2.54573  0.0731
25 C 3.15697 -0.29268 -2.09739  0.0224
26 C 2.10613 4.99588 -0.73294  0.0044
27 C -1.95269 -4.81328 1.03355  -0.0095
28 C 2.39234 4.78493 -2.06110  0.0016
29 C 3.26228 -2.18055 3.70271  0.0078
30 C 2.23356 -3.44600 -1.99313  0.0412
31 C -0.87264 -2.89890 0.01669  0.0698
32 C 0.69533 -1.33381 -3.75570  0.0022
33 C -0.28014 2.25217 -2.79349  0.0412
34 C 1.62906 3.86499 -2.76698  -0.0034
35 C -2.40076 -0.62622 2.19078  0.0405
36 C 2.20306 1.19610 1.43466  -0.0227
37 C -2.17742 2.61258 2.01302  0.0111
38 C -2.23907 -4.40142 -1.32070  -0.0049
39 C -0.96182 2.23870 2.83145  0.0719
40 C 1.53138 1.75964 3.86505  -0.0102
41 C -4.04127 -1.43269 0.50122  -0.0080
42 C 0.77171 4.55574 1.32995  -0.0076
43 C -3.79172 -0.88611 -1.79605  -0.0046
44 C 0.51987 2.24765 4.68475  0.0257
45 C -2.50384 -5.16699 -0.19348  0.0187
46 C 1.12317 4.24348 -0.09459  0.0212
47 C -4.48831 -1.54341 -0.79105  0.0167
48 C -1.43831 -3.27132 -1.20865  0.0214
49 C -2.36877 0.80420 -3.79205  -0.0090
50 C -1.13522 -3.69589 1.13783  0.0027
51 H 3.93303 -0.56417 -1.38353  0.0001
52 H -1.32331 -0.47264 2.23447  -0.0117
53 H 1.33719 -1.68814 -4.56773  0.0010
54 H -1.96950 1.76595 -5.66416  0.0004
55 H 2.63377 5.75018 -0.16430  0.0007
56 H 2.71063 -3.70789 -2.94156  0.0070
57 H 2.77827 0.68909 -1.82311  -0.0034
58 H -0.22364 -1.91433 -3.78314  0.0002
59 H 3.59204 -0.25429 -3.09941  0.0057
60 H 0.93984 5.61549 1.50935  0.0002
61 H -0.00891 -1.61089 3.10007  0.0031
62 H 1.39742 4.01217 2.03975  -0.0011
63 H -0.27594 4.34777 1.52595  0.0006
64 H -1.53475 2.98066 4.73894  0.0005
65 H 3.30766 -1.74630 0.35623  -0.0139
66 H 2.92882 -3.63200 -1.17764  -0.0025
67 H -5.36416 -2.13478 -1.02473  -0.0008
68 H -3.23017 0.26792 -4.15887  0.0013
69 H -0.68706 -3.46893 2.09524  -0.0013
70 H 4.81022 -2.23241 2.21827  0.0006
71 H -2.89138 0.18692 2.72953  0.0073
72 H 3.17007 5.35140 -2.55650  0.0001
73 H -2.63153 -1.55520 2.70893  0.0030
74 H 0.72528 2.45990 5.72662  -0.0004
75 H 0.47719 -0.28295 -3.93731  -0.0002
76 H -3.12643 -6.04970 -0.27284  0.0004
77 H -2.14447 -5.42358 1.90705  0.0000
78 H 1.52032 -2.04998 4.95140  -0.0001
79 H -2.65245 -4.68603 -2.28138  -0.0007
80 H -0.10073 3.11503 -4.74570  0.0003
81 H 1.78333 3.71416 -3.82585  0.0000
82 H -4.12243 -0.95914 -2.82076  0.0006
83 H 3.93610 -2.37950 4.52670  0.0002
84 H 1.34752 -4.06523 -1.85913  -0.0023
85 H -1.24808 -2.67878 -2.09424  0.0095
86 H 2.54603 1.60649 4.20996  0.0011
87 H -4.55324 -1.92869 1.31515  0.0005

***

No. 2
Entry from OMol25: 2 unconnected molecules or ions with the total composition C4H6N2 (ωB97M-V with the def2-TZVPD basis set).

Results
Gap between HOMO and LUMO ... 10.23 eV
E_tot ... -7221.671 eV
Charge ... 0
Energy above the lowest of the compared OMol25 structures with the same formula, charge and spin ... 378.3 kJ/mol
HOMO ... -9.25 eV

Last column: Löwdin charge in e.
Geometry (Å):
1 N 1.33810 -0.52478 -1.72129  0.1341
2 N -1.31357 -0.58682 1.12578  0.1069
3 C -0.03387 -0.00736 1.71331  -0.1693
4 C -0.29242 -1.31191 1.14098  -0.1861
5 C -0.53065 1.18263 -1.55344  -0.0125
6 C 0.44922 0.31644 -1.60571  -0.2955
7 H -0.35030 2.23932 -1.69730  0.0574
8 H 0.44468 0.77710 1.12587  0.0614
9 H -1.53044 0.83412 -1.32549  0.0568
10 H 1.82947 -0.73355 -0.85187  0.0639
11 H -0.01507 0.12925 2.79410  0.0746
12 H 0.00485 -2.31444 0.85506  0.1082

***

No. 3
Entry from OMol25: 2 unconnected molecules or ions with the total composition CHF2NO2 (ωB97M-V with the def2-TZVPD basis set).

Results
Gap between HOMO and LUMO (spin up / spin down) ... 9.35 / 9.35 eV
E_tot ... -12066.259 eV
Charge ... 0
Energy above the lowest of the compared OMol25 structures with the same formula, charge and spin ... 402.5 kJ/mol
HOMO (spin up / spin down) ... -11.24 / -11.25 eV

Last column: Löwdin charge in e.
Geometry (Å):
1 F 0.40645 1.45483 0.73395  0.1386
2 F 1.20805 0.60318 -1.10998  0.1327
3 O -1.63795 0.24321 0.68302  0.1109
4 O -1.11459 -1.16162 -0.83340  0.0716
5 N -0.83433 -0.24444 -0.06814  -0.3647
6 C 0.53576 0.36579 -0.00496  -0.3524
7 H 1.43660 -1.26094 0.59951  0.2633

***

No. 4
Entry from OMol25: a molecular structure, H16O14SV (ωB97M-V with the def2-TZVPD basis set).

Results
Gap between HOMO and LUMO ... 2.98 eV
E_tot ... -65442.683 eV
Charge ... -1
Energy above the lowest of the compared OMol25 structures with the same formula, charge and spin ... 0.0 kJ/mol
HOMO ... -3.68 eV

Last column: Löwdin charge in e.
Geometry (Å):
1 V -0.60771 0.72023 0.37931  1.0233
2 S 4.41226 0.28645 -0.84517  0.1652
3 O 3.11154 -2.87730 4.28397  -0.0465
4 O 0.85623 -3.94510 -3.04020  -0.0557
5 O -0.85824 4.56756 1.26124  -0.0537
6 O -4.27146 -0.79317 -5.35943  -0.0561
7 O -1.11815 0.98661 -1.14024  -0.4479
8 O -0.43211 -0.88561 0.55328  -0.4111
9 O 4.11409 -0.52999 -2.03369  -0.3593
10 O 5.45242 1.25974 -1.21490  -0.3207
11 O -2.70715 5.10057 -3.71200  -0.0564
12 O 4.94856 -0.53713 0.24277  -0.3447
13 O -4.27510 1.07545 1.83993  -0.0532
14 O 3.25338 1.01670 -0.34794  -0.3280
15 O 0.43190 1.00690 4.33452  -0.0503
16 O 1.59407 -6.01141 1.47562  -0.0592
17 H -1.40690 5.25881 1.63189  0.0289
18 H 0.90109 1.81476 4.54300  0.0311
19 H 0.67508 -5.90943 1.22804  0.0256
20 H -3.73782 -0.66152 -4.57577  0.0303
21 H -4.73290 1.71191 1.29077  0.0292
22 H 2.57568 -3.49022 3.78057  0.0257
23 H 1.04325 -3.00670 -3.06604  0.0359
24 H -1.84282 5.12275 -3.30129  0.0306
25 H -4.96847 0.65378 2.34754  0.0297
26 H 2.06655 -5.41418 0.89569  0.0361
27 H -4.38594 0.08520 -5.72216  0.0258
28 H -3.16996 4.39553 -3.25929  0.0253
29 H 0.02263 4.94187 1.24734  0.0360
30 H 0.37743 0.53913 5.16786  0.0273
31 H 0.19336 -4.07645 -3.71813  0.0193
32 H 2.48508 -2.40568 4.83293  0.0175

***

No. 5
Entry from OMol25: a molecular structure, C20H44BCsO10S5 (ωB97M-V with the def2-TZVPD basis set).

Results
Gap between HOMO and LUMO ... 8.13 eV
E_tot ... -97326.274 eV
Charge ... 0
Energy above the lowest of the compared OMol25 structures with the same formula, charge and spin ... 0.0 kJ/mol
HOMO ... -8.77 eV

Last column: Löwdin charge in e.
Geometry (Å):
1 Cs 20.10314 12.30704 -12.82902  0.9613
2 S 14.72528 15.98419 -10.08640  0.6631
3 S 15.44342 9.58583 -9.25991  0.6738
4 S 18.94564 17.27148 -7.32796  0.6619
5 S 20.53717 9.43235 -9.44906  0.6685
6 S 24.00475 13.39497 -11.00829  0.6863
7 O 25.26592 13.29565 -10.32095  -0.3152
8 O 20.15904 10.25627 -10.57894  -0.4621
9 O 17.79674 16.68836 -6.69130  -0.3163
10 O 14.02839 9.31375 -9.34438  -0.3290
11 O 20.10903 8.05884 -9.35689  -0.3158
12 O 13.91519 15.29106 -11.06223  -0.3411
13 O 18.94656 17.57736 -8.73665  -0.3164
14 O 15.87017 16.73441 -10.53524  -0.3238
15 O 16.12093 9.62427 -7.99046  -0.3248
16 O 23.28949 12.24096 -11.52727  -0.3857
17 C 19.59658 18.72281 -6.44520  -0.2207
18 C 22.45729 9.88224 -7.70552  -0.2074
19 C 16.29461 8.98080 -11.71459  -0.2092
20 C 22.44840 15.52160 -10.71505  -0.2166
21 C 13.74044 17.09513 -9.07562  -0.2373
22 C 21.37557 10.92796 -7.42608  -0.2064
23 C 13.31679 16.28530 -7.86466  -0.2124
24 C 22.73342 15.34239 -12.22444  -0.2080
25 C 21.54007 17.34535 -7.06595  -0.2409
26 C 20.45511 16.30860 -7.04682  -0.2242
27 C 14.60860 15.53370 -7.49592  -0.2229
28 C 15.09934 14.81454 -8.74059  -0.2019
29 C 16.33333 10.51834 -11.61260  -0.2023
30 C 21.10364 18.54228 -6.22116  -0.2038
31 C 22.75907 14.24651 -9.96823  -0.2049
32 C 22.30752 9.55763 -9.19072  -0.2194
33 C 20.09007 10.28845 -7.93129  -0.2042
34 C 15.67310 11.03197 -10.33116  -0.2035
35 C 16.35462 8.42697 -10.30196  -0.2160
36 C 24.09437 14.66410 -12.30097  -0.2078
37 B 18.87392 13.62816 -9.41191  -0.4254
38 H 22.51245 16.94465 -6.76826  0.1151
39 H 20.49374 15.55489 -7.83304  0.0761
40 H 22.56763 10.40757 -9.82813  0.0798
41 H 17.38130 8.49278 -9.94111  0.0863
42 H 20.26838 15.78581 -6.10585  0.1134
43 H 15.93767 7.44190 -10.10863  0.1106
44 H 21.62389 11.84841 -7.95858  0.0985
45 H 24.87580 15.36738 -12.02352  0.1116
46 H 17.34807 10.88464 -11.73764  0.0698
47 H 19.31200 19.60498 -7.01871  0.1007
48 H 23.10022 14.39171 -8.94707  0.1090
49 H 21.30887 11.16221 -6.36451  0.1215
50 H 22.68536 16.32101 -12.69262  0.1218
51 H 23.07073 16.35034 -10.35654  0.1197
52 H 15.77373 10.92493 -12.45970  0.1141
53 H 18.32068 14.66919 -9.20935  -0.0448
54 H 19.20478 10.90902 -8.04227  0.0959
55 H 14.44264 17.86113 -8.74542  0.1046
56 H 16.32931 11.76248 -9.85375  0.0606
57 H 21.43676 15.88229 -10.51072  0.1234
58 H 14.46095 13.96295 -8.98464  0.0955
59 H 21.27363 18.42545 -5.15136  0.1123
60 H 12.52146 15.56903 -8.08084  0.1168
61 H 21.94551 13.51908 -9.96738  0.0720
62 H 18.05404 12.74091 -9.53492  -0.0526
63 H 21.95334 14.68373 -12.60628  0.0542
64 H 15.55544 8.57145 -12.40276  0.1129
65 H 19.40124 13.64375 -10.48303  -0.1437
66 H 19.64026 13.28303 -8.54447  -0.0418
67 H 23.49848 10.13700 -7.51303  0.1182
68 H 22.25373 8.96317 -7.14713  0.1196
69 H 15.38894 16.24059 -7.19819  0.0940
70 H 16.14623 14.51565 -8.77098  0.0754
71 H 12.99985 16.90720 -7.02880  0.1116
72 H 13.00270 17.55248 -9.73290  0.1050
73 H 14.48621 14.85736 -6.64943  0.1194
74 H 21.61946 19.45018 -6.52998  0.1106
75 H 24.31050 14.10353 -13.20843  0.1051
76 H 17.20862 8.61703 -12.20267  0.1081
77 H 19.01558 18.81163 -5.52578  0.0961
78 H 19.88421 9.43847 -7.27462  0.1099
79 H 21.71542 17.69805 -8.08621  0.1105
80 H 22.83365 8.68306 -9.56499  0.1124
81 H 14.69516 11.46994 -10.49919  0.1011

***

No. 6
Entry from OMol25: a single CH3N3S molecule (ωB97M-V with the def2-TZVPD basis set).

Results
Gap between HOMO and LUMO ... 9.06 eV
E_tot ... -16388.497 eV
Charge ... 0
Energy above the lowest of the compared OMol25 structures with the same formula, charge and spin ... 75.5 kJ/mol
HOMO ... -8.35 eV

Last column: Löwdin charge in e.
Geometry (Å):
1 S -1.43002 0.36901 -1.84769  0.7841
2 N -0.11432 -1.06780 -0.26766  -0.1276
3 N -0.68948 -1.88479 -1.11170  -0.1383
4 N -1.58238 -1.33980 -1.92409  -0.3427
5 C -0.30924 0.40482 -0.40450  -0.4215
6 H -0.99557 0.81574 0.29644  0.0288
7 H 0.80885 -1.47661 -0.08745  0.1331
8 H 0.53290 1.10972 -0.64645  0.0841